Entry 1:
Computed, not measured: the molecule C6H9NS at a distorted geometry, with the ωB97M-V functional and the def2-TZVPD basis.

Geometry as ORCA input:
```
! RIJCOSX wB97M-V def2-TZVPD def2/J DEFGRID3
* xyz 0 1
C -1.70 0.17 0.70
C -0.89 0.32 1.80
S 0.88 -0.02 2.08
C 1.71 0.79 0.85
C 1.48 0.75 -0.49
C 1.03 -0.39 -1.25
N -0.18 -0.98 -0.51
C -1.41 -0.49 -0.52
H -2.70 0.48 0.74
H -1.40 0.52 2.85
H 2.11 1.71 1.16
H 2.33 1.43 -0.91
H 0.75 -0.08 -2.42
H 1.93 -1.10 -1.32
H 0.00 -2.08 -0.50
H -2.23 -1.25 -0.77
H -1.70 0.22 -1.48
*
```

SMILES string = C1=C\S/C=C\CNC/1
Largest force on an atom = 9.745 eV/A
E = -18688.73424 eV
Frontier orbital gap = 8.29 eV
E_HOMO = -7.662 eV
Energy relative to the best compared isomer or geometry (same formula, charge and spin) = 4.476 eV

Entry 2:
Computed, not measured: a structure of composition C6H15NO at a distorted geometry, with the ωB97M-V functional and the def2-TZVPD basis.

Geometry as ORCA input:
```
! RIJCOSX wB97M-V def2-TZVPD def2/J DEFGRID3
* xyz 0 1
C -1.09 0.91 -1.14
C -1.50 -0.34 -0.50
C -0.75 -0.59 0.84
C 0.77 -0.99 0.38
C 1.53 0.17 -0.27
C 2.96 -0.18 -0.63
N -2.99 -0.52 -0.23
H -0.37 0.86 -1.94
H -0.78 1.54 -0.36
H -2.00 1.34 -1.52
H -1.23 -1.20 -1.12
H -0.59 0.28 1.65
H -1.23 -1.37 1.48
H 1.26 -1.72 1.03
H 0.72 -0.66 -0.79
H 3.64 0.21 0.13
H 3.21 0.25 -1.63
H 2.98 -1.27 -0.78
H -3.20 -1.46 0.07
H -3.42 0.11 0.53
H 0.45 1.70 2.78
H 1.29 1.15 0.16
O 0.35 1.76 1.84
*
```

Largest force on an atom = 6.249 eV/A
E = -9995.29828 eV
Frontier orbital gap = 5.57 eV
E_HOMO = -7.318 eV
Energy relative to the best compared isomer or geometry (same formula, charge and spin) = 8.459 eV

Entry 3:
Computed, not measured: the molecule C4H8O2, with the ωB97M-V functional and the def2-TZVPD basis.

Geometry as ORCA input:
```
! RIJCOSX wB97M-V def2-TZVPD def2/J DEFGRID3
* xyz 0 1
O 0.79 -0.93 -1.48
C 0.45 0.28 -0.83
C -1.06 0.50 -0.69
C -0.66 -0.42 1.89
O 0.42 -0.76 1.24
C 1.10 0.31 0.56
H 0.56 -1.65 -0.87
H 0.89 1.06 -1.45
H -1.60 -0.36 -1.09
H -1.41 1.42 -1.17
H -1.24 -1.38 1.91
H -1.34 0.59 0.38
H 0.93 1.26 1.07
H 2.17 0.07 0.52
*
```

Largest force on an atom = 0.459 eV/A
E = -8369.02948 eV
Frontier orbital gap = 9.35 eV
E_HOMO = -8.721 eV
Energy relative to the best compared isomer or geometry (same formula, charge and spin) = 4.252 eV

Entry 4:
Computed, not measured: a structure of composition C38H18N11O7Y at a distorted geometry, with the ωB97M-V functional and the def2-TZVPD basis.

Geometry as ORCA input:
```
! RIJCOSX wB97M-V def2-TZVPD def2/J DEFGRID3
* xyz 0 1
Y -0.19 -0.14 -0.23
C -6.52 1.28 -0.60
C -6.58 0.10 -1.36
C -5.52 -0.79 -1.40
C -4.38 -0.45 -0.67
C -3.10 -1.14 -0.50
N -2.30 -0.36 0.28
C -2.99 0.75 0.71
N -2.58 1.66 1.58
C -1.33 1.73 2.07
C -0.89 2.67 3.09
C -1.59 3.60 3.86
C -0.86 4.36 4.75
C 0.54 4.21 4.87
C 1.23 3.28 4.10
C 0.48 2.52 3.21
C 0.88 1.48 2.26
N 2.14 1.07 2.08
C 2.50 0.02 1.37
N 1.69 -0.83 0.67
C 2.39 -1.95 0.28
N 1.88 -3.07 -0.19
C 0.57 -3.28 -0.45
N -0.41 -2.34 -0.58
C -1.61 -2.95 -0.79
N -2.81 -2.37 -0.92
C -1.39 -4.39 -0.81
C -2.28 -5.46 -0.96
C -1.75 -6.73 -0.89
C -0.37 -6.94 -0.68
C 0.50 -5.88 -0.52
C -0.03 -4.59 -0.60
C 3.79 -1.74 0.64
C 4.92 -2.53 0.46
C 6.12 -2.06 0.96
C 6.19 -0.83 1.64
C 5.06 -0.05 1.83
C 3.87 -0.53 1.31
N -0.24 1.03 1.64
C -4.32 0.72 0.08
C -5.39 1.60 0.13
H -7.37 1.94 -0.59
H -7.48 -0.13 -1.91
H -5.56 -1.70 -1.98
H -2.66 3.72 3.75
H -1.36 5.10 5.36
H 1.08 4.83 5.58
H 2.30 3.16 4.19
H -3.33 -5.29 -1.12
H -2.40 -7.59 -1.01
H 0.00 -7.95 -0.63
H 1.56 -6.04 -0.35
H 4.86 -3.48 -0.06
H 7.02 -2.64 0.84
H 7.15 -0.49 2.03
H 5.11 0.89 2.36
H -5.33 2.51 0.72
O -2.35 4.52 -6.20
N -1.92 5.04 -5.20
O -1.91 6.23 -4.98
C -1.36 4.16 -4.16
C -0.85 4.71 -3.00
C -0.35 3.88 -2.02
C -0.27 2.47 -2.16
O 0.31 1.69 -1.35
C -0.87 1.99 -3.36
C -1.39 2.80 -4.36
N -0.99 0.54 -3.61
O -1.22 0.17 -4.73
O -0.87 -0.25 -2.67
N 0.13 4.55 -0.78
O 0.35 5.74 -0.84
O 0.25 3.87 0.21
H -0.86 5.78 -2.84
H -1.81 2.37 -5.26
*
```

Largest force on an atom = 2.560 eV/A
E = -71463.12413 eV
Frontier orbital gap (alpha / beta) = 5.08 / 5.00 eV
E_HOMO (alpha / beta) = -6.859 / -6.788 eV
Energy relative to the best compared isomer or geometry (same formula, charge and spin) = 0.464 eV

Entry 5:
Computed, not measured: a structure of composition C13H32IO2P2SiV at a distorted geometry, with the ωB97M-V functional and the def2-TZVPD basis.

Geometry as ORCA input:
```
! RIJCOSX wB97M-V def2-TZVPD def2/J DEFGRID3
* xyz 2 3
C -0.20 0.26 -6.88
C -0.19 1.22 -5.79
H -0.20 0.74 -7.90
H -1.08 -0.40 -6.72
H 0.67 -0.42 -6.73
O -0.17 2.24 -5.24
I -0.19 -1.49 -2.37
V -0.18 -0.04 -0.30
P 2.25 0.10 -0.53
C 3.09 1.41 0.42
C 3.02 -1.46 0.06
H 4.09 -1.39 -0.18
H 4.12 0.22 -2.05
H 2.57 -2.33 -0.45
H 2.64 -0.40 -2.89
H 2.81 1.34 1.48
H 2.88 -1.58 1.15
C 3.02 0.33 -2.18
H 4.18 1.32 0.32
H 2.80 1.34 -2.56
H 2.77 2.38 0.03
P -2.58 0.12 -0.51
C -3.33 1.43 0.50
C -3.36 0.35 -2.13
H -2.87 -2.30 -0.31
H -4.43 -1.39 -0.18
H -3.29 -1.47 1.23
C -3.37 -1.42 0.13
H -3.02 -0.39 -2.86
H -4.46 0.24 -1.95
H -4.42 1.35 0.36
H -2.95 2.40 0.15
H -3.15 1.36 -2.53
H -3.06 1.29 1.56
C -0.08 1.71 0.30
O -0.14 2.86 0.64
C 2.24 -0.70 3.47
Si 0.38 -0.53 3.19
C -0.43 -1.69 4.45
C -0.21 1.19 3.72
C -0.19 -1.15 1.48
H 2.41 -0.43 4.53
H 2.88 -0.03 2.87
H 2.60 -1.73 3.34
H -0.20 -1.42 5.49
H -1.52 -1.66 4.31
H -0.09 -2.72 4.28
H 0.37 2.02 3.30
H -1.26 1.34 3.42
H -0.17 1.29 4.82
H 0.30 -2.03 0.99
H -1.30 -1.29 1.28
*
```

⟨S²⟩ = 2.062
Largest force on an atom = 8.877 eV/A
E = -78323.17297 eV
Frontier orbital gap (alpha / beta) = 5.31 / 5.60 eV
E_HOMO (alpha / beta) = -14.034 / -14.316 eV
Energy relative to the best compared isomer or geometry (same formula, charge and spin) = 0.000 eV

Entry 6:
Computed, not measured: a structure of composition C14H23N3OP2STl at a distorted geometry, with the ωB97M-V functional and the def2-TZVPD basis.

Geometry as ORCA input:
```
! RIJCOSX wB97M-V def2-TZVPD def2/J DEFGRID3
* xyz 1 1
Tl 1.01 -0.10 -1.08
N 4.42 2.76 -0.59
C 3.24 2.11 -0.63
S 3.40 0.36 -0.75
N 2.16 2.83 -0.60
N 0.97 2.15 -0.62
C -0.08 2.90 -0.71
C -1.45 2.48 -0.88
C -2.39 3.54 -0.98
C -3.71 3.31 -1.24
C -4.14 1.99 -1.45
C -3.26 0.94 -1.37
C -1.91 1.15 -1.06
O -1.14 0.08 -0.90
H 5.29 2.28 -0.73
H 4.40 3.77 -0.58
H 0.10 3.97 -0.70
H -2.03 4.55 -0.85
H -4.41 4.13 -1.30
H -5.18 1.80 -1.68
H -3.60 -0.08 -1.53
C 1.94 -0.12 3.02
P 0.66 -0.47 1.76
C -0.84 0.32 2.42
C 0.32 -2.27 1.94
C -0.47 -2.79 0.73
P 0.38 -2.60 -0.87
C -0.77 -3.22 -2.11
C 1.79 -3.74 -0.84
H 1.64 -0.48 4.00
H 2.10 0.96 3.07
H 2.88 -0.58 2.73
H -1.00 0.04 3.46
H -1.70 0.04 1.82
H -0.74 1.40 2.36
H -0.23 -2.47 2.86
H 1.28 -2.79 2.02
H -1.43 -2.28 0.63
H -0.68 -3.86 0.84
H -1.10 -4.23 -1.85
H -0.30 -3.25 -3.09
H -1.64 -2.56 -2.15
H 1.44 -4.75 -0.61
H 2.51 -3.44 -0.08
H 2.28 -3.75 -1.81
*
```

Largest force on an atom = 1.119 eV/A
E = -55509.72734 eV
Frontier orbital gap = 6.71 eV
E_HOMO = -10.479 eV
Energy relative to the best compared isomer or geometry (same formula, charge and spin) = 0.197 eV

Entry 7:
Computed, not measured: a cluster of 2 separate species, C2H2N3O in total at a distorted geometry, with the ωB97M-V functional and the def2-TZVPD basis.

Geometry as ORCA input:
```
! RIJCOSX wB97M-V def2-TZVPD def2/J DEFGRID3
* xyz 1 3
C -0.07 0.66 -0.06
C -2.01 -1.23 -0.07
N 1.16 0.47 -0.27
N 2.35 0.84 -0.13
N 3.43 0.57 0.02
O -1.55 -2.25 -0.11
H -0.55 1.52 0.29
H -2.76 -0.59 0.33
*
```

⟨S²⟩ = 2.045
Largest force on an atom = 3.126 eV/A
E = -8607.92039 eV
Frontier orbital gap (alpha / beta) = 4.86 / 9.53 eV
E_HOMO (alpha / beta) = -11.825 / -16.744 eV
Energy relative to the best compared isomer or geometry (same formula, charge and spin) = 4.817 eV

Entry 8:
Computed, not measured: a cluster of 2 separate species, H4N6O2S in total at a distorted geometry, with the ωB97M-V functional and the def2-TZVPD basis.

Geometry as ORCA input:
```
! RIJCOSX wB97M-V def2-TZVPD def2/J DEFGRID3
* xyz 0 3
N 1.47 -0.61 -1.00
N 0.79 -2.19 0.65
N -1.67 2.68 -0.03
N 1.27 0.48 -0.70
N 0.11 0.80 0.13
N 0.67 -3.18 0.00
O 0.44 -3.74 -1.02
O 0.56 -3.44 1.50
S -0.33 2.21 0.86
H -2.41 2.00 -0.04
H -2.11 3.53 0.16
H 1.80 1.40 -0.84
H -0.59 0.06 0.32
*
```

⟨S²⟩ = 2.008
Largest force on an atom = 13.616 eV/A
E = -23921.95771 eV
Frontier orbital gap (alpha / beta) = 6.39 / 7.31 eV
E_HOMO (alpha / beta) = -6.123 / -8.618 eV

> Which of these has the highest largest force on an atom?

H4N6O2S

> Look up the largest force on an atom of the third one.

0.459 eV/A

> Which value of largest force on an atom does entry 8 give?

13.616 eV/A

> Number 8 is which compound?

H4N6O2S